35 unconnected molecules or ions with the total composition C42H154N69O34 at a distorted geometry, computed with the ωB97M-V functional and the def2-TZVPD basis.

Structure (ORCA input):
```
! wB97M-V def2-TZVPD RIJCOSX def2/J DEFGRID3
* xyz 1 1
C 1.7354 0.3694 2.6408
C 1.3579 0.6698 1.1137
C -0.2039 0.5425 0.6672
N -0.1866 0.7499 -0.9063
C 0.2067 2.1995 -1.2699
C -1.5943 0.3104 -1.3552
C -1.6408 0.1781 -2.8289
C -0.2009 -0.3793 -3.0634
C 0.5619 -0.2614 -1.7273
H 1.0196 0.6882 3.3985
H 2.7846 0.6274 2.7848
H 1.8624 -0.7117 2.6964
H 1.9300 -0.0904 0.5818
H 1.7203 1.6654 0.8575
H -0.9569 1.1899 1.1167
H -0.5693 -0.4532 0.9184
H -0.2437 2.8987 -0.5654
H -0.1093 2.6207 -2.2243
H 1.2907 2.3048 -1.2264
H -2.3606 0.9920 -0.9861
H -1.7841 -0.6618 -0.9004
H -1.9324 1.0141 -3.4646
H -2.2760 -0.6826 -3.0385
H 0.2316 0.2155 -3.8679
H -0.0807 -1.3796 -3.4795
H 1.5279 0.2385 -1.7983
H 0.6648 -1.2579 -1.2976
C 0.3019 5.2776 -5.1224
O 0.3810 6.4267 -5.5131
N 1.3134 4.5631 -4.6826
N -0.7922 4.6452 -5.3031
H 1.2530 3.6305 -4.2997
H 2.2367 4.9720 -4.7037
H -1.2795 5.2427 -5.9555
H -0.7963 3.6352 -5.2927
C -6.8705 0.0299 -0.2147
O -6.0364 -0.8315 0.0314
N -7.0153 0.5934 -1.3308
N -7.9053 0.3283 0.5865
H -6.1891 0.4266 -1.8872
H -7.6019 1.4097 -1.4292
H -7.7773 -0.0982 1.4930
H -8.3077 1.2481 0.4754
C 0.0251 -5.1029 -4.4359
O -0.8748 -4.3460 -4.1353
N -0.1476 -6.3578 -4.4039
N 1.2456 -4.6687 -4.6648
H -1.0605 -6.7487 -4.2195
H 0.6420 -6.9060 -4.7140
H 1.3769 -3.6675 -4.6407
H 2.0629 -5.2575 -4.7376
C -3.6502 -6.1191 2.2011
O -4.3262 -6.1732 1.2063
N -2.9695 -5.1216 2.5268
N -3.1586 -7.2238 2.8114
H -2.5967 -5.2223 3.4600
H -3.0545 -4.2863 1.9655
H -2.2808 -7.1967 3.3103
H -3.4741 -8.0612 2.3430
C 2.0020 -6.1710 6.9101
O 2.8996 -6.8953 7.2940
N 0.9829 -5.8498 7.6765
N 2.0804 -5.3152 5.9280
H 0.1731 -5.3772 7.3008
H 0.9909 -6.5862 8.3676
H 2.8233 -5.4862 5.2655
H 1.4436 -4.5621 5.7101
C -5.3452 -1.5212 -3.1201
O -5.1064 -0.3111 -2.9952
N -4.9807 -2.2823 -4.0150
N -5.8863 -2.2241 -2.2197
H -5.3599 -3.2183 -3.9972
H -4.6883 -2.0368 -4.9501
H -6.1256 -1.8590 -1.3089
H -6.0657 -3.1733 -2.5147
C 3.4019 -1.1724 -5.9322
O 2.3147 -1.5660 -6.2578
N 4.1093 -1.3034 -4.8131
N 4.0309 -0.3926 -6.7413
H 5.0340 -0.8973 -4.7949
H 3.6382 -1.7517 -4.0403
H 4.6954 0.2881 -6.4019
H 3.2906 -0.1293 -7.3760
C -4.3128 -4.3388 -6.8728
O -4.1598 -3.1108 -6.8157
N -3.4043 -5.2027 -7.0773
N -5.4965 -4.8678 -6.8825
H -2.5052 -4.7644 -7.2177
H -3.6226 -6.1593 -7.3168
H -6.3379 -4.3103 -6.8437
H -5.5901 -5.8725 -6.9251
C -1.4662 2.2010 4.6691
O -2.4869 1.8510 5.1856
N -0.2784 2.2969 5.2271
N -1.6117 2.9848 3.6433
H -0.2558 1.7912 6.1011
H 0.5736 2.4425 4.7047
H -0.9001 3.5826 3.2477
H -2.5779 3.1730 3.4170
C 5.1968 3.1667 2.9351
O 6.1476 2.8109 2.3068
N 3.9606 2.9024 2.6043
N 5.3396 3.7531 3.9910
H 3.8389 2.3637 1.7587
H 3.2714 3.4254 3.1254
H 6.0340 4.4471 4.2285
H 4.6252 3.5600 4.6783
C -7.1887 -4.0552 0.8764
O -8.1545 -3.3761 0.9875
N -7.2336 -5.2972 0.8435
N -6.0622 -3.5419 0.4501
H -6.3891 -5.7075 0.4712
H -8.0576 -5.7688 1.1879
H -5.1948 -4.0525 0.3662
H -6.1317 -2.5346 0.4725
C 2.5035 -3.3264 -1.9987
O 2.0529 -2.6122 -2.8702
N 2.0892 -4.5022 -1.6994
N 3.2974 -2.8160 -1.1464
H 1.5277 -4.9744 -2.3936
H 2.4600 -4.9910 -0.8971
H 3.5010 -1.8278 -1.1908
H 3.5601 -3.4165 -0.3779
C 2.3431 5.2466 -0.8698
O 2.8855 4.2533 -1.2058
N 2.2941 5.6753 0.3606
N 1.9169 6.1937 -1.6986
H 2.6433 5.0076 1.0332
H 2.0818 6.6592 0.4437
H 1.4801 7.0548 -1.4022
H 1.9475 6.0170 -2.6925
C 5.4322 -5.4049 4.0229
O 4.5328 -5.0208 4.6968
N 5.5356 -5.1024 2.7244
N 6.4081 -6.0781 4.6037
H 4.7695 -4.6563 2.2405
H 6.4017 -5.4042 2.3016
H 6.3786 -6.3593 5.5733
H 7.1094 -6.4186 3.9616
C 3.6698 1.2737 5.9009
O 3.7002 2.4140 5.5051
N 2.7950 0.7600 6.6934
N 4.3467 0.4058 5.2565
H 2.9533 -0.1829 7.0192
H 2.0537 1.3952 6.9524
H 4.9472 0.6991 4.4992
H 4.6483 -0.4517 5.6967
C 7.4152 -0.6143 3.1152
O 6.8453 -0.6199 4.1619
N 7.5862 -1.7205 2.4378
N 7.9698 0.3705 2.5417
H 7.2112 -2.5682 2.8388
H 8.3750 -1.7484 1.8076
H 8.3605 0.4787 1.6166
H 7.9920 1.2143 3.0963
C 1.6178 -4.5107 1.9168
O 1.7189 -5.1631 0.8960
N 1.9001 -3.2776 2.0402
N 0.9869 -4.8519 3.0040
H 2.1401 -2.7245 1.2299
H 2.2429 -2.9837 2.9437
H 0.6871 -4.3052 3.7986
H 0.7564 -5.8196 3.1787
C -0.0175 1.4413 -6.7255
O -0.6543 1.7647 -5.7113
N 1.2412 1.6292 -6.8423
N -0.6072 0.7672 -7.6833
H 1.6523 1.8653 -5.9505
H 1.8415 1.0673 -7.4288
H -0.1656 0.2931 -8.4581
H -1.5741 0.6571 -7.4128
C -0.8806 5.3331 7.5203
O -1.0944 6.3527 8.1409
N -1.7191 4.7069 6.8334
N 0.2875 4.8222 7.3624
H -2.6934 4.9546 6.9299
H -1.4017 3.8461 6.4108
H 1.0360 5.4995 7.3953
H 0.4132 3.9670 6.8399
C 5.0359 -2.5715 7.0674
O 3.9172 -2.9738 7.4989
N 5.8003 -1.7321 7.7032
N 5.3928 -2.6748 5.8683
H 6.6772 -1.3732 7.3536
H 5.4249 -1.4186 8.5869
H 6.3369 -2.5268 5.5413
H 4.6223 -3.1747 5.4481
C -3.2765 -0.9497 2.5195
O -2.5146 -1.4978 3.2403
N -4.1898 -1.7342 1.9390
N -3.3147 0.2811 2.1597
H -4.2364 -2.7213 2.1480
H -4.5443 -1.3980 1.0550
H -4.0961 0.5631 1.5852
H -2.8365 0.9725 2.7196
C -0.5685 -3.0507 -7.6890
O -1.1083 -3.8587 -8.4020
N -0.8291 -2.8272 -6.4612
N 0.3949 -2.3225 -8.0309
H -0.3156 -2.0419 -6.0876
H -1.3290 -3.4018 -5.7978
H 0.8929 -1.7689 -7.3486
H 0.8584 -2.5181 -8.9067
C -4.2134 0.6664 -6.8958
O -4.1166 1.7727 -6.4521
N -3.4646 -0.3851 -6.4544
N -5.0476 0.3159 -7.9374
H -2.9628 -0.1735 -5.6038
H -3.5034 -1.3753 -6.6498
H -5.6706 1.0305 -8.2857
H -5.0428 -0.6533 -8.2215
C 6.2020 5.0909 -0.7785
O 7.3646 4.8386 -1.0036
N 5.4597 5.6947 -1.6488
N 5.5724 5.1067 0.3365
H 4.4808 5.4699 -1.7544
H 5.9773 6.0142 -2.4551
H 4.6877 5.5839 0.2377
H 6.0357 4.7035 1.1382
C -5.4452 2.3833 3.2386
O -4.5155 2.8565 2.6473
N -6.6494 2.6200 2.8988
N -5.2674 1.6714 4.3208
H -6.8336 2.9998 1.9812
H -7.2423 2.0021 3.4343
H -4.3358 1.7463 4.7039
H -6.0329 1.3184 4.8772
C -1.1169 0.7718 8.2440
O -0.1626 0.9401 7.5543
N -2.3419 1.0384 7.7657
N -1.1170 0.0511 9.2926
H -3.1337 0.7895 8.3413
H -2.5088 1.3348 6.8147
H -0.2330 -0.2211 9.6984
H -1.8782 -0.1880 9.9119
C -4.2421 3.5704 -3.5171
O -4.1273 4.4638 -2.7423
N -5.3271 2.8199 -3.6539
N -3.2026 3.2288 -4.2364
H -6.1811 3.2666 -3.3517
H -5.2982 2.0229 -4.2736
H -2.4261 3.8694 -4.1544
H -3.1551 2.3056 -4.6433
C -2.3957 -3.6019 -0.8971
O -2.9847 -3.4664 0.1579
N -1.2162 -4.0743 -1.0224
N -2.9422 -3.4344 -2.0756
H -1.0204 -4.6999 -1.7909
H -0.7643 -4.2104 -0.1295
H -2.2876 -3.5565 -2.8350
H -3.8671 -3.0378 -2.1606
C 1.1046 4.8576 3.5279
O 1.0997 3.9603 2.7233
N 1.9682 5.0099 4.5288
N 0.1615 5.7778 3.5175
H 1.8876 5.6822 5.2782
H 2.6564 4.2826 4.6611
H 0.1486 6.5893 4.1187
H -0.4621 5.8632 2.7276
C 0.0931 -2.3044 5.9750
O 0.0822 -3.3299 5.3270
N 0.9122 -1.9339 6.8149
N -0.7547 -1.3720 5.7214
H 1.5997 -2.5788 7.1775
H 1.1470 -0.9593 6.9381
H -1.3897 -1.6368 4.9820
H -1.0539 -0.6448 6.3554
C -2.3313 5.2233 0.6861
O -1.9471 5.8261 1.6729
N -3.2988 4.4405 0.5377
N -1.7910 5.5340 -0.4801
H -3.6593 4.0940 1.4153
H -3.4867 4.1242 -0.4029
H -1.1396 6.2929 -0.3392
H -2.1653 5.2083 -1.3598
C 3.5921 2.3033 -4.1111
O 2.5475 1.7441 -4.3252
N 4.2023 3.1404 -4.8360
N 4.2462 2.3150 -3.0193
H 3.6319 3.5101 -5.5831
H 4.9077 3.6378 -4.3115
H 5.1292 2.7820 -3.1681
H 3.9937 1.5751 -2.3798
C 4.6138 0.6158 -0.2754
O 3.9338 0.0189 -1.0939
N 5.3750 0.0320 0.5415
N 4.6596 1.9103 -0.0582
H 5.9342 0.4965 1.2426
H 5.5814 -0.9465 0.3997
H 4.0417 2.4617 -0.6364
H 5.2860 2.3636 0.5916
C -2.7833 3.6992 -9.6521
O -2.4446 2.7093 -10.2391
N -2.7762 3.9206 -8.4177
N -3.2238 4.7567 -10.2940
H -2.4827 3.2732 -7.7002
H -3.1708 4.8226 -8.1922
H -3.1381 4.5712 -11.2831
H -3.8238 5.4516 -9.8730
*
```

Output
HOMO level: -10.028 eV
lowest unoccupied orbital energy: -0.06747 Eh
total energy: -218500.269 eV

Results of the Mulliken charge analysis, in e, for atoms 1 through 2: C 0.061; C 2.250